Entry 1:
Formula: C20H47NO2P3Pm
Source: the OMol25 dataset
Level of theory: ωB97M-V with the def2-TZVPD basis set

```
74
C20H47NO2P3Pm ωB97M-V with the def2-TZVPD basis set
Pm 0.4672 0.3218 0.1294
P -1.5472 2.0360 0.8647
P 1.2738 -0.5414 -2.3630
N 0.0822 2.3232 -1.7075
C -1.8844 3.2888 -0.4438
H -2.9753 3.4088 -0.5342
H -1.4656 4.2488 -0.1082
C -1.2988 2.9155 -1.8261
H -1.9301 2.1838 -2.3487
H -1.2649 3.8199 -2.4676
C 0.8011 2.1880 -3.0365
H 1.8468 2.5187 -2.8875
H 0.3372 2.8572 -3.7896
C 0.7577 0.7508 -3.5957
H 1.4194 0.6548 -4.4747
H -0.2706 0.4912 -3.8937
C 1.0388 -2.2883 -2.9134
C -0.3048 -2.8315 -2.3897
H -1.1756 -2.4099 -2.9013
H -0.4431 -2.6312 -1.3110
H -0.3546 -3.9292 -2.4978
C 3.0797 -0.2300 -2.0282
C 3.6116 -0.9609 -0.7701
H 4.2875 -0.2952 -0.2072
H 4.1921 -1.8616 -1.0339
H 2.8358 -1.2893 -0.0396
C -0.7037 2.8907 2.3024
C -0.6161 2.0205 3.5648
H 0.1764 2.4304 4.2148
H -0.3312 0.9664 3.3682
H -1.5517 2.0203 4.1503
C -3.1294 1.3075 1.4330
C -2.9317 0.0378 2.2829
H -3.8909 -0.4999 2.3586
H -2.6006 0.2605 3.3085
H -2.2083 -0.6751 1.8606
C -1.9216 -0.2835 -1.1648
O -2.8810 -0.6281 -1.6936
C 3.8990 -0.4966 -3.3007
H 3.2992 -0.9525 -4.1140
H 4.2889 0.4549 -3.6861
H 4.7627 -1.1464 -3.0968
C -1.2866 4.2846 2.5205
H -1.3847 4.4974 3.5984
H -0.6057 5.0339 2.0916
H -2.2727 4.4311 2.0506
C -3.9638 2.3593 2.1445
H -4.9274 1.9113 2.4121
H -3.4826 2.7219 3.0690
H -4.1661 3.2170 1.4875
C 2.1633 -3.2091 -2.4464
H 2.2687 -3.2168 -1.3499
H 1.9520 -4.2399 -2.7623
H 3.1312 -2.9255 -2.8784
H 1.0023 -2.2388 -4.0081
H -3.6399 0.9982 0.5061
H 3.1219 0.8459 -1.8008
H 0.3259 3.0062 1.9241
H 0.6523 2.9708 -1.1601
H 1.8937 1.5898 0.3822
C 0.0719 -4.1965 0.8714
P 0.2637 -2.8216 2.0060
C -0.9820 -2.8700 3.2877
C 1.9245 -2.7560 2.6792
O 0.0129 -1.5372 1.1622
H 0.1880 -5.1862 1.3500
H 0.8160 -4.1289 0.0556
H -0.9421 -4.1516 0.4308
H -0.9093 -3.7647 3.9291
H -0.8736 -1.9831 3.9293
H -1.9780 -2.8669 2.8189
H 2.6707 -2.6803 1.8697
H 2.0182 -1.8823 3.3441
H 2.1618 -3.6579 3.2716
```

Calculated values
E = -71496.400 eV
orbital gap (alpha / beta) = 8.8 / 8.8 eV
LUMO level (alpha / beta) = -5.39 / -5.35 eV
2S+1 = 5
charge = +2
<S²> = 6.0070

Let us look at the Löwdin charges, expressed in e, one per atom:
1 Pm 1.0652
2 P 0.9077
3 P 0.9295
4 N -0.1764
5 C -0.2789
6 H 0.1024
7 H 0.0926
8 C -0.2450
9 H 0.1043
10 H 0.1314
11 C -0.2232
12 H 0.1245
13 H 0.1295
14 C -0.2930
15 H 0.0988
16 H 0.0911
17 C -0.5115
18 C -0.1318
19 H 0.0724
20 H 0.0251
21 H 0.0992
22 C -0.5450
23 C -0.1337
24 H 0.0948
25 H 0.0851
26 H 0.0211
27 C -0.5383
28 C -0.1065
29 H 0.1002
30 H 0.0593
31 H 0.0830
32 C -0.5491
33 C -0.1130
34 H 0.1015
35 H 0.0733
36 H 0.0264
37 C -0.0472
38 O 0.1362
39 C -0.1008
40 H 0.0760
41 H 0.0896
42 H 0.0903
43 C -0.1083
44 H 0.0988
45 H 0.0905
46 H 0.0617
47 C -0.0989
48 H 0.0968
49 H 0.0822
50 H 0.0807
51 C -0.0976
52 H 0.0616
53 H 0.1019
54 H 0.0738
55 H 0.1211
56 H 0.1008
57 H 0.0772
58 H 0.0731
59 H 0.0785
60 H -0.1581
61 C -0.1510
62 P 0.6469
63 C -0.1496
64 C -0.1433
65 O -0.6149
66 H 0.0848
67 H 0.0486
68 H 0.0782
69 H 0.0838
70 H 0.0710
71 H 0.0712
72 H 0.0597
73 H 0.0771
74 H 0.0844

Entry 2:
Formula: C3H10O3
Source: the OMol25 dataset
Level of theory: ωB97M-V with the def2-TZVPD basis set

```
16
C3H10O3 ωB97M-V with the def2-TZVPD basis set
O 0.4039 1.5534 -0.0387
C -0.5784 1.2416 0.5612
C -1.3283 -0.0101 0.4123
C -0.9302 -1.3065 0.0782
H -1.0285 1.9567 1.2722
H -2.3797 0.2017 0.2771
H 4.3579 -3.5930 1.8375
H 0.1280 -1.4782 0.7502
H -0.5873 -1.3632 -0.9539
H -1.6541 -1.9749 0.5042
H 1.5993 -1.5441 1.8342
H 4.8993 -3.6010 1.3309
O 0.8248 -0.9677 1.7106
H -0.6506 0.4467 -2.1025
H 0.7725 0.9154 -2.2693
O 0.0746 0.4267 -2.7286
```

Calculated values
E = -9409.551 eV
orbital gap = 7.0 eV
LUMO level = -2.24 eV
charge = 0

Let us look at the Löwdin charges, expressed in e, one per atom:
1 O 0.0801
2 C -0.2707
3 C -0.0478
4 C -0.0582
5 H 0.1291
6 H 0.1162
7 H -0.0005
8 H 0.0555
9 H 0.1202
10 H 0.0912
11 H 0.0062
12 H 0.0046
13 O -0.2007
14 H -0.0052
15 H 0.0354
16 O -0.0554

Entry 3:
Formula: C22H59BF4N7O10
Source: the OMol25 dataset
Level of theory: ωB97M-V with the def2-TZVPD basis set

```
103
C22H59BF4N7O10 ωB97M-V with the def2-TZVPD basis set
B 3.7050 15.1582 34.9928
F 4.4786 15.8296 34.0553
F 4.4453 14.0496 35.3812
F 3.4461 16.0008 36.0392
F 2.4120 14.7813 34.4605
C 3.3895 11.5255 37.1131
O 3.4503 11.2518 35.9302
N 3.0391 10.6495 38.0026
N 3.5352 12.6987 37.6652
H 2.9867 9.6711 37.7575
H 3.1860 10.8677 38.9778
H 3.4434 13.4098 36.9539
H 3.4653 12.8660 38.6588
C 6.8491 11.2708 35.8334
O 5.9462 10.6612 35.1489
N 7.8827 10.6964 36.2994
N 6.8704 12.5557 35.9349
H 8.5755 11.2372 36.7971
H 8.2512 9.9647 35.7088
H 7.7941 12.9365 36.0825
H 6.0723 12.9892 35.4931
C 7.9853 11.0051 31.2102
O 6.8786 11.3382 32.1185
C 6.0749 12.3638 31.5822
C 5.2145 12.8863 32.7793
N 4.0987 12.0868 33.3838
C 3.0657 11.9063 32.3909
C 1.7758 11.3935 33.1109
O 2.0920 10.2671 33.8942
C 0.9210 9.7771 34.5980
H 8.5301 11.9137 30.9538
H 7.6994 10.4230 30.3341
H 8.6541 10.2760 31.6676
H 5.5188 11.9826 30.7257
H 6.6726 13.2326 31.3063
H 4.8700 13.8617 32.4356
H 5.8813 13.3438 33.5102
H 3.6501 12.6960 34.0530
H 3.4895 11.1997 31.6774
H 2.7875 12.8337 31.8903
H 1.0138 11.1327 32.3764
H 1.3638 12.1292 33.8017
H 1.2507 8.9131 35.1750
H 0.1514 9.4261 33.9105
H 0.4777 10.4061 35.3699
C 1.1219 20.0409 34.5837
O 0.8340 19.5063 35.8966
C 0.9621 18.0750 35.8393
C 0.5669 17.3507 37.0029
N 0.7308 15.9293 36.7999
C 0.6744 15.2557 38.1215
C -0.5325 15.6933 38.8947
O -0.7670 14.7814 39.9528
C -2.0204 14.8017 40.6560
H 1.1381 21.1257 34.4788
H 0.4242 19.6461 33.8451
H 2.1702 19.8141 34.3898
H 2.0033 17.8768 35.5852
H 0.1229 17.6506 35.2881
H -0.4329 17.6404 37.3262
H 1.2008 17.8030 37.7657
H 1.5997 15.6173 36.3902
H 1.5890 15.5100 38.6570
H 0.6076 14.1710 38.0375
H -1.3847 15.8140 38.2258
H -0.4407 16.6909 39.3242
H -2.8981 14.4521 40.1124
H -2.2964 15.7714 41.0704
H -1.7373 14.1060 41.4460
C 2.1890 12.1049 26.1469
O 2.5982 13.3790 26.5646
C 3.6704 13.3069 27.4898
C 3.2288 14.4482 28.3823
N 3.4787 14.0789 29.7780
C 3.6250 15.4258 30.5148
C 2.2380 15.9718 30.7259
O 1.4839 14.8827 31.1838
C 0.1573 15.3254 31.6886
H 3.0372 11.5864 25.6999
H 1.4419 12.3473 25.3911
H 1.7921 11.5545 26.9999
H 4.6752 13.4194 27.0824
H 3.6395 12.3902 28.0787
H 2.1955 14.7909 28.3280
H 3.8933 15.2533 28.0686
H 2.6363 13.6822 30.1693
H 4.2557 16.1452 29.9925
H 4.1381 15.3196 31.4706
H 1.8144 16.3407 29.7918
H 2.2910 16.8262 31.4007
H -0.4891 14.4535 31.7883
H -0.3702 16.0582 31.0780
H 0.1409 15.6826 32.7182
C 6.6300 17.4128 36.8938
C 6.1444 17.9880 38.2586
O 5.8517 16.8702 39.1064
O 5.9386 18.1563 35.9212
H 6.3681 16.3547 36.8884
H 7.6646 17.7457 36.8107
H 5.2302 18.5508 38.0698
H 6.8752 18.6032 38.7835
H 5.4696 17.1072 39.9546
H 5.2605 17.4983 35.7517
```

Calculated values
E = -66223.419 eV
orbital gap = 7.1 eV
LUMO level = 2.56 eV
charge = -1

Löwdin atomic charge list, values in e, 99 entries:
1 B -1.3081
2 F 0.1357
3 F 0.1150
4 F 0.1419
5 F 0.0810
6 C -0.7615
7 O 0.0610
8 N 0.1527
9 N 0.1803
10 H 0.1135
11 H 0.0937
12 H 0.0892
13 H 0.1089
14 C -0.7489
15 O -0.0061
16 N 0.1454
17 N 0.1892
18 H 0.0981
19 H 0.1178
20 H 0.1096
21 H 0.0806
22 C -0.0950
23 O -0.1873
24 C -0.2191
25 C -0.1652
26 N -0.0153
27 C -0.1892
28 C -0.2121
29 O -0.1968
30 C -0.1113
31 H 0.0749
32 H 0.0705
33 H 0.0697
34 H 0.1033
35 H 0.1107
36 H 0.0686
37 H 0.0961
38 H 0.0587
39 H 0.1159
40 H 0.0804
41 H 0.1048
42 H 0.1159
43 H 0.0741
44 H 0.0700
45 H 0.0780
46 C -0.1030
47 O -0.1788
48 C -0.2498
49 C -0.2933
50 N -0.0121
51 C -0.1901
52 C -0.2578
53 O -0.1965
54 C -0.1003
55 H 0.0741
56 H 0.0815
57 H 0.0813
58 H 0.1321
59 H 0.1335
60 H 0.1209
61 H 0.1271
62 H 0.0678
63 H 0.1181
64 H 0.1214
65 H 0.1225
66 H 0.1130
67 H 0.0779
68 H 0.0763
69 H 0.0846
70 C -0.1229
71 O -0.2170
72 C -0.2053
73 C -0.2183
74 N -0.0262
75 C -0.1564
76 C -0.2602
77 O -0.2017
78 C -0.0486
79 H 0.0834
80 H 0.0862
81 H 0.0888
82 H 0.1214
83 H 0.1119
84 H 0.1187
85 H 0.1123
86 H 0.0678
87 H 0.1118
88 H 0.0838
89 H 0.1085
90 H 0.1257
91 H 0.0784
92 H 0.0774
93 H 0.0758
94 C -0.2230
95 C -0.2189
96 O -0.0960
97 O -0.0719
98 H 0.1248
99 H 0.1115